Record 1
Computed, not measured: a cluster of 8 separate species, H16O8 in total at a distorted geometry, with wB97M-V/def2-TZVPD.

Computed properties:
2S+1	1
SMILES string	O.O.O.O.O.O.O.O
energy above the lowest of the compared OMol25 structures with the same formula, charge and spin	2.348	eV
calculated total energy	-16639.6627	eV

Each line ends with the natural charge from an NBO analysis.
Atoms and positions in Å:
O  0.375  2.217  1.682  -0.955
H  -0.211  1.560  1.354  0.486
H  0.863  1.716  2.371  0.460
O  -2.730  1.904  1.760  -0.949
H  -2.739  1.088  1.295  0.486
H  -2.144  1.732  2.499  0.463
O  2.124  -1.264  -2.669  -0.947
H  1.811  -0.383  -2.597  0.480
H  2.966  -1.302  -2.152  0.479
O  1.591  -0.723  1.383  -0.952
H  1.739  -1.680  1.382  0.486
H  2.435  -0.334  1.106  0.486
O  -0.335  -2.157  -1.762  -0.964
H  -0.475  -1.468  -1.182  0.458
H  0.518  -1.943  -2.107  0.475
O  1.035  1.336  -2.060  -0.987
H  0.802  2.158  -1.664  0.508
H  1.391  1.471  -2.974  0.494
O  -2.729  -1.052  1.708  -0.948
H  -3.463  -1.500  2.062  0.472
H  -2.164  -1.696  1.298  0.478
O  -0.579  0.167  -0.112  -0.989
H  0.141  -0.352  0.298  0.491
H  -0.226  0.501  -0.926  0.487

Force components x, y, z for each atom (eV/Å):
1.6 0.4 1.5
-1.1 -0.9 -1.0
-0.3 0.6 -0.6
-0.1 1.3 0.5
-0.1 -1.3 -0.7
0.1 0.1 0.1
1.8 -1.5 0.3
-0.4 1.3 0.4
-1.1 0.1 -0.7
0.4 -0.3 -0.1
0.0 0.2 0.1
-0.3 -0.1 0.1
-0.4 -2.6 -1.4
-1.1 2.3 2.1
1.1 -0.2 -0.7
0.9 -1.3 -1.7
-0.1 1.3 0.3
-0.7 0.5 1.3
1.1 1.4 -0.3
-1.4 -1.0 0.6
0.2 -0.4 -0.4
-0.5 -0.8 1.0
0.0 0.6 -0.1
0.4 0.3 -0.7

***

Record 2
Computed, not measured: a cluster of 8 separate species, H16O8 in total, with wB97M-V/def2-TZVPD.

Computed properties:
2S+1	1
SMILES string	O.O.O.O.O.O.O.O
energy above the lowest of the compared OMol25 structures with the same formula, charge and spin	2.921	eV
calculated total energy	-16639.0896	eV

Each line ends with the natural charge from an NBO analysis.
Atoms and positions in Å:
O  -2.645  -3.997  0.779  -0.938
H  -1.979  -4.681  0.718  0.469
H  -3.375  -4.413  1.237  0.469
O  4.273  -0.098  2.774  -0.937
H  3.578  -0.042  2.118  0.470
H  4.361  -1.034  2.951  0.466
O  -2.843  1.313  -2.759  -0.940
H  -2.939  2.265  -2.779  0.469
H  -3.581  0.987  -3.275  0.471
O  0.724  -0.059  -0.377  -0.945
H  0.110  0.322  -1.005  0.475
H  0.340  -0.907  -0.151  0.471
O  5.534  1.833  -1.782  -0.935
H  5.638  2.712  -1.417  0.466
H  4.595  1.659  -1.724  0.469
O  -1.668  -2.392  4.966  -0.937
H  -1.923  -2.386  4.043  0.470
H  -2.458  -2.669  5.431  0.466
O  -3.110  1.839  2.594  -0.937
H  -2.455  1.659  1.920  0.469
H  -2.629  2.307  3.277  0.468
O  1.093  1.660  -5.920  -0.933
H  0.143  1.553  -5.977  0.467
H  1.216  2.568  -5.644  0.466

Force components x, y, z for each atom (eV/Å):
0.0 0.3 0.0
0.2 -0.2 0.0
-0.2 -0.1 0.1
0.1 0.2 0.1
-0.2 0.1 -0.2
0.1 -0.2 0.1
0.2 -0.1 0.1
0.0 0.3 0.0
-0.2 -0.2 -0.1
0.2 0.1 0.2
-0.2 0.1 -0.2
-0.1 -0.2 0.1
0.2 -0.1 -0.1
0.1 0.2 0.1
-0.2 -0.1 0.0
0.2 0.0 0.1
0.0 0.0 -0.3
-0.2 0.0 0.2
-0.2 0.0 0.0
0.2 -0.1 -0.2
0.1 0.1 0.2
0.2 -0.1 0.0
-0.2 -0.1 0.0
0.1 0.2 0.1

***

Question: Which of these has the lowest calculated total energy?
Answer: number 1

***

Question: Look up the calculated total energy of the second one.
Answer: -16639.0896 eV